[1]
77
Properties=species:S:1:pos:R:3 method="wB97M-V/def2-TZVPD" lumo_ev="-4.509 / -4.508" orbital_gap_ha="0.24197 / 0.24199" total_charge=+1
Pt -0.488 -0.365 0.821
O 1.332 -0.527 0.153
C 2.002 -1.743 -0.114
C 1.005 -2.818 -0.586
C -0.076 -2.309 -1.492
C -0.158 -2.676 -2.822
C -1.232 -2.245 -3.584
C -2.222 -1.476 -2.998
C -2.103 -1.119 -1.666
C -3.129 -0.273 -0.967
C -2.618 1.142 -0.686
O -1.587 1.092 0.285
C -2.050 1.726 -1.986
C -0.685 1.875 -2.187
C -0.203 2.324 -3.412
C -1.079 2.625 -4.441
C -2.448 2.489 -4.239
C -2.929 2.045 -3.019
C -3.702 2.045 -0.099
C -3.399 3.396 0.064
C -4.321 4.261 0.625
C -5.564 3.787 1.029
C -5.871 2.447 0.872
C -4.941 1.577 0.313
N -1.036 -1.520 -0.950
C 2.744 -2.200 1.146
C 3.018 -3.533 1.408
C 3.707 -3.901 2.557
C 4.126 -2.937 3.456
C 3.866 -1.598 3.195
C 3.186 -1.233 2.046
C 2.972 -1.399 -1.254
C 2.520 -0.636 -2.330
C 3.359 -0.364 -3.400
C 4.660 -0.846 -3.406
C 5.118 -1.595 -2.333
C 4.280 -1.868 -1.260
H 1.556 -3.610 -1.092
H 0.526 -3.272 0.283
H 0.618 -3.296 -3.247
H -1.303 -2.520 -4.628
H -3.080 -1.139 -3.561
H -4.024 -0.215 -1.582
H -3.401 -0.746 -0.018
H 0.014 1.655 -1.389
H 0.864 2.447 -3.553
H -0.703 2.978 -5.391
H -3.142 2.739 -5.030
H -3.998 1.963 -2.860
H -2.434 3.767 -0.258
H -4.075 5.308 0.742
H -6.289 4.464 1.461
H -6.837 2.071 1.181
H -5.211 0.534 0.204
H 2.704 -4.309 0.719
H 3.915 -4.946 2.746
H 4.661 -3.225 4.351
H 4.202 -0.835 3.885
H 2.986 -0.190 1.838
H 1.513 -0.235 -2.326
H 2.996 0.231 -4.228
H 5.315 -0.632 -4.239
H 6.134 -1.966 -2.324
H 4.655 -2.444 -0.427
C 0.630 0.911 6.635
C 0.500 0.831 5.152
C 0.595 1.964 4.322
C 0.425 1.800 2.963
N 0.191 0.594 2.448
C 0.146 -0.415 3.329
S -0.170 -1.855 2.478
N 0.272 -0.382 4.630
H 0.976 1.890 6.958
H 1.318 0.144 6.986
H -0.340 0.711 7.094
H 0.782 2.943 4.737
H 0.464 2.633 2.273

[2]
82
Properties=species:S:1:pos:R:3 method="wB97M-V/def2-TZVPD" e_above_lowest_kj_mol=12.4 lumo_ev="-8.458 / -10.140" spin_multiplicity=4 orbital_gap_ha="0.26046 / 0.20382" total_charge=+3
Re -0.943 0.297 -0.431
Br -1.812 -6.097 3.500
C -1.751 -4.367 2.768
C -2.118 -3.262 3.562
C -2.081 -1.991 3.046
C -1.674 -1.757 1.722
O -1.626 -0.519 1.280
C -1.342 -2.881 0.910
C -1.261 -2.747 -0.494
N -1.219 -1.626 -1.171
C -1.667 -1.640 -2.529
C -1.399 -2.587 -3.480
C -2.072 -2.546 -4.718
C -3.036 -1.604 -4.958
C -3.343 -0.628 -3.982
C -4.375 0.328 -4.114
C -4.625 1.199 -3.086
C -3.811 1.167 -1.946
N -2.814 0.309 -1.801
C -2.606 -0.619 -2.782
C -1.382 -4.179 1.466
H -2.435 -3.426 4.584
H -2.362 -1.135 3.647
H -1.374 -3.668 -1.062
H -0.681 -3.374 -3.283
H -1.840 -3.290 -5.467
H -3.585 -1.604 -5.891
H -4.971 0.347 -5.019
H -5.429 1.919 -3.142
H -3.984 1.868 -1.137
H -1.134 -5.035 0.850
N 1.933 0.658 -1.717
P 1.435 -0.306 -0.422
C 2.361 0.138 1.053
C 1.803 -0.162 2.297
C 2.548 0.038 3.449
C 3.835 0.554 3.358
C 4.382 0.870 2.120
C 3.652 0.659 0.961
C 1.978 -1.948 -0.902
C 2.472 -2.840 0.050
C 2.923 -4.088 -0.351
C 2.887 -4.445 -1.692
C 2.401 -3.553 -2.643
C 1.936 -2.309 -2.252
C 1.149 1.645 -2.273
C 1.707 2.614 -3.106
C 0.908 3.619 -3.599
C -0.444 3.649 -3.247
C -0.931 2.660 -2.439
N -0.166 1.643 -1.967
H 2.876 0.572 -2.068
H 0.794 -0.560 2.356
H 2.133 -0.212 4.417
H 4.418 0.709 4.256
H 5.386 1.269 2.058
H 4.092 0.895 0.000
H 2.523 -2.558 1.095
H 3.323 -4.776 0.382
H 3.249 -5.417 -2.001
H 2.402 -3.823 -3.692
H 1.560 -1.615 -2.995
H 2.762 2.573 -3.340
H 1.330 4.389 -4.231
H -1.100 4.431 -3.601
H -1.966 2.660 -2.144
N -0.799 2.005 0.679
C -0.613 2.679 1.617
N -0.437 3.465 2.606
C -1.158 3.296 3.889
C -0.138 2.863 4.940
O 0.911 3.802 5.022
C 1.623 3.941 3.813
C 0.700 4.409 2.689
H -1.967 2.576 3.787
H -1.568 4.268 4.163
H 0.252 1.867 4.685
H -0.611 2.824 5.919
H 2.091 2.988 3.527
H 2.396 4.686 3.982
H 1.227 4.456 1.738
H 0.293 5.391 2.930

[3]
82
Properties=species:S:1:pos:R:3 method="wB97M-V/def2-TZVPD" e_above_lowest_kj_mol=191.1 lumo_ev="-2.913 / -2.524" spin_multiplicity=2 orbital_gap_ha="0.28701 / 0.30162" total_charge=+1
Co -0.500 0.124 1.283
N -1.479 0.772 3.275
C -1.209 2.092 3.815
C -1.618 2.441 5.096
C -1.372 3.717 5.571
C -0.733 4.650 4.763
C -0.325 4.299 3.490
C -0.556 3.012 3.009
P 0.208 2.370 1.475
C 1.931 2.448 2.103
C 2.701 3.601 1.974
C 3.947 3.678 2.577
C 4.435 2.609 3.311
C 3.662 1.467 3.463
C 2.412 1.392 2.872
C 0.038 3.731 0.289
C -1.064 4.584 0.349
C -1.169 5.641 -0.540
C -0.186 5.847 -1.497
C 0.888 4.972 -1.587
C 1.001 3.909 -0.705
H -2.474 0.720 3.073
H -1.308 0.064 3.983
H -2.133 1.721 5.722
H -1.682 3.985 6.572
H -0.538 5.645 5.139
H 0.190 5.020 2.869
H 2.343 4.439 1.392
H 4.538 4.579 2.472
H 5.416 2.664 3.765
H 4.041 0.629 4.033
H 1.815 0.501 3.002
H -1.835 4.428 1.094
H -2.017 6.312 -0.486
H -0.258 6.687 -2.175
H 1.644 5.119 -2.347
H 1.830 3.218 -0.780
C 2.109 -0.908 -5.622
C 1.773 -2.224 -4.923
C 0.954 -3.108 -5.852
C 0.332 -4.283 -5.108
C -0.565 -3.748 -4.028
C -1.714 -4.396 -3.638
C -2.488 -3.880 -2.600
F -3.597 -4.544 -2.232
C -2.137 -2.740 -1.937
C -0.951 -2.083 -2.296
C -0.460 -0.994 -1.466
O -1.196 -0.432 -0.624
C 0.920 -0.679 -1.655
C 1.580 -1.123 -2.758
N 1.033 -1.959 -3.664
C -0.171 -2.573 -3.357
C 1.637 0.062 -0.550
O 2.502 0.882 -0.796
O 1.262 -0.333 0.627
H 2.572 -1.119 -6.585
H 2.797 -0.295 -5.042
H 1.199 -0.330 -5.792
H 2.701 -2.737 -4.652
H 1.597 -3.454 -6.661
H 0.153 -2.511 -6.296
H 1.115 -4.902 -4.659
H -0.233 -4.916 -5.790
H -2.014 -5.323 -4.109
H -2.740 -2.350 -1.128
H 2.597 -0.800 -2.938
N -0.269 -5.592 1.282
C -1.449 -5.372 1.912
O -2.052 -6.218 2.533
C -2.001 -3.976 1.779
C -3.377 -3.821 1.675
C -3.898 -2.543 1.556
C -3.027 -1.469 1.574
N -1.708 -1.607 1.729
C -1.207 -2.841 1.817
H 0.145 -6.507 1.349
H 0.183 -4.895 0.718
H -4.007 -4.700 1.677
H -4.961 -2.378 1.450
H -3.396 -0.457 1.441
H -0.130 -2.913 1.928

[4]
86
Properties=species:S:1:pos:R:3 method="wB97M-V/def2-TZVPD" lumo_ev="-3.842 / -5.106" spin_multiplicity=4 orbital_gap_ha="0.27345 / 0.23183" total_charge=+1
Tc 0.317 0.541 0.222
C 4.435 -2.964 1.450
C 3.840 -1.616 1.367
C 4.277 -0.390 1.805
C 3.209 0.479 1.629
N 2.187 -0.142 1.028
N 2.596 -1.445 0.841
B 1.485 -2.457 0.490
N 0.156 -2.317 1.296
N -0.299 -1.015 1.393
C -1.336 -1.043 2.212
C -1.562 -2.286 2.659
C -0.577 -3.096 2.091
C -0.083 -4.451 2.329
C -1.944 0.288 2.470
C -1.075 1.370 2.263
C -1.533 2.668 2.301
C -2.928 2.875 2.441
C -3.843 1.823 2.551
C -3.323 0.491 2.596
N 1.102 -2.082 -0.978
N 0.637 -0.842 -1.269
C 0.455 -0.789 -2.612
C 0.710 -2.038 -3.144
C 1.171 -2.835 -2.095
C 1.451 -4.302 -2.066
C -0.155 0.506 -3.201
C 0.678 1.618 -3.564
C 0.115 2.797 -3.890
C -1.286 2.786 -4.151
C -2.116 1.733 -3.805
C -1.548 0.566 -3.285
C 3.008 1.966 1.854
C 3.579 2.883 0.970
C 3.616 4.197 1.386
C 3.030 4.584 2.570
C 2.308 3.693 3.347
C 2.288 2.366 3.009
H 4.186 -3.394 2.468
H 4.227 -3.622 0.726
H 5.521 -2.786 1.415
H 5.229 -0.102 2.250
H 1.868 -3.543 0.634
H -2.268 -2.535 3.395
H -0.881 -5.083 2.723
H 0.409 -4.929 1.394
H 0.723 -4.548 3.181
H 0.006 1.213 2.225
H -0.892 3.584 2.237
H -3.316 3.849 2.470
H -4.941 2.066 2.471
H -3.991 -0.289 2.824
H 0.712 -2.259 -4.210
H 1.883 -4.444 -3.079
H 2.061 -4.743 -1.297
H 0.492 -4.836 -2.032
H 1.706 1.533 -3.506
H 0.661 3.665 -4.060
H -1.766 3.705 -4.481
H -3.183 1.882 -3.815
H -2.199 -0.305 -3.014
H 4.134 2.578 0.107
H 4.046 5.010 0.803
H 3.068 5.625 2.851
H 1.806 4.069 4.212
H 1.818 1.628 3.704
O -3.078 5.206 -1.985
C -2.387 4.370 -1.428
C -0.869 4.310 -1.020
O -0.053 5.199 -0.861
C -0.580 2.964 -0.741
C -1.722 2.215 -0.697
O -1.575 1.006 -0.213
C -2.944 2.993 -1.035
O -4.105 2.678 -0.951
O 0.645 2.403 -0.377
C -2.670 -3.657 -2.941
C -2.356 -3.322 -1.502
C -3.003 -2.220 -0.773
O -1.638 -4.067 -0.840
H -2.680 -2.754 -3.508
H -3.617 -4.204 -3.109
H -1.943 -4.325 -3.394
H -3.243 -1.270 -1.355
H -2.405 -2.019 0.106
H -3.940 -2.616 -0.484

[5]
82
Properties=species:S:1:pos:R:3 method="wB97M-V/def2-TZVPD" e_above_lowest_kj_mol=56.9 lumo_ev="-4.128 / -2.990" spin_multiplicity=2 orbital_gap_ha="0.24408 / 0.28522" total_charge=+1
V -0.244 1.757 0.238
C -0.382 3.607 -3.247
C -0.445 3.619 -1.758
O 0.354 2.770 -1.159
C -1.241 4.480 -1.032
C -1.160 4.567 0.371
C -1.643 5.773 1.101
N -0.602 3.565 1.033
N -0.315 3.756 2.349
C 0.321 2.703 2.766
O 0.555 1.726 1.911
C 0.744 2.531 4.162
C 0.375 3.471 5.123
C 0.763 3.299 6.440
C 1.520 2.192 6.804
C 1.887 1.255 5.847
C 1.500 1.421 4.528
H 0.653 3.733 -3.570
H -0.997 4.386 -3.689
H -0.727 2.629 -3.588
H -1.819 5.220 -1.563
H -2.039 6.509 0.408
H -0.832 6.209 1.683
H -2.417 5.477 1.813
H -0.218 4.326 4.828
H 0.474 4.027 7.187
H 1.823 2.059 7.834
H 2.475 0.392 6.132
H 1.774 0.691 3.777
O -0.872 0.642 -1.676
P -0.549 -0.684 -2.300
C -1.035 -2.027 -1.171
P -0.283 -1.717 0.453
O -0.200 -0.234 0.689
C 1.358 -2.437 0.431
C 2.425 -1.628 0.811
C 3.715 -2.140 0.801
C 3.938 -3.454 0.419
C 2.873 -4.264 0.039
C 1.585 -3.757 0.041
C -1.327 -2.477 1.693
C -1.560 -3.852 1.736
C -2.399 -4.376 2.704
C -3.008 -3.532 3.626
C -2.782 -2.165 3.580
C -1.941 -1.631 2.613
C 1.207 -0.923 -2.581
C 1.742 -2.179 -2.870
C 3.110 -2.329 -3.017
C 3.948 -1.228 -2.879
C 3.419 0.022 -2.598
C 2.048 0.179 -2.447
C -1.458 -0.959 -3.816
C -0.812 -1.184 -5.031
C -1.561 -1.365 -6.185
C -2.946 -1.320 -6.128
C -3.593 -1.084 -4.920
C -2.853 -0.901 -3.765
H -0.776 -3.011 -1.565
H -2.121 -1.974 -1.057
H 2.241 -0.605 1.115
H 4.545 -1.510 1.094
H 4.944 -3.853 0.417
H 3.049 -5.289 -0.259
H 0.767 -4.395 -0.276
H -1.094 -4.522 1.023
H -2.580 -5.442 2.740
H -3.664 -3.946 4.381
H -3.263 -1.507 4.291
H -1.774 -0.564 2.563
H 1.096 -3.044 -2.979
H 3.525 -3.304 -3.238
H 5.018 -1.350 -2.989
H 4.072 0.879 -2.494
H 1.622 1.151 -2.226
H 0.268 -1.213 -5.079
H -1.061 -1.539 -7.129
H -3.527 -1.462 -7.030
H -4.673 -1.038 -4.881
H -3.359 -0.692 -2.828
N -3.357 1.478 0.809
C -2.223 1.604 0.623

[6]
82
Properties=species:S:1:pos:R:3 method="wB97M-V/def2-TZVPD" e_above_lowest_kj_mol=151.9 lumo_ev="-12.043 / -12.045" orbital_gap_ha="0.09728 / 0.09717" total_charge=+3
Au -1.887 -0.673 0.548
Br -5.235 1.672 -5.172
C -4.299 1.088 -3.631
C -2.913 1.217 -3.557
C -2.294 0.750 -2.415
N -2.953 0.210 -1.407
C -4.280 0.085 -1.448
C -4.991 0.518 -2.567
C -4.924 -0.535 -0.273
C -6.300 -0.730 -0.229
C -6.874 -1.342 0.880
Br -8.745 -1.656 0.925
C -6.050 -1.723 1.934
C -4.692 -1.486 1.813
N -4.136 -0.918 0.748
H -2.345 1.659 -4.359
H -1.222 0.806 -2.295
H -6.061 0.423 -2.635
H -6.930 -0.420 -1.044
H -6.455 -2.192 2.815
H -4.029 -1.777 2.615
C 6.021 2.320 1.082
S 5.371 1.347 -0.276
C 4.778 -0.160 0.566
C 3.307 -0.088 0.971
C 2.389 0.209 -0.222
N 0.966 -0.013 0.028
P -0.058 0.999 0.960
C 0.865 1.486 2.452
C 0.915 0.589 3.518
C 1.666 0.898 4.637
C 2.365 2.095 4.693
C 2.300 2.992 3.637
C 1.539 2.708 2.517
C -0.400 2.538 0.085
C 0.037 2.879 -1.192
C -0.354 4.090 -1.736
C -1.210 4.934 -1.041
C -1.667 4.584 0.223
C -1.261 3.391 0.788
P 0.218 -1.529 -0.258
C 1.277 -2.800 0.490
C 2.273 -3.402 -0.281
C 3.161 -4.269 0.330
C 3.045 -4.556 1.681
C 2.023 -3.994 2.431
C 1.135 -3.113 1.840
C 0.185 -1.907 -2.018
C -0.377 -3.158 -2.303
C -0.555 -3.556 -3.612
C -0.171 -2.711 -4.645
C 0.397 -1.476 -4.365
C 0.557 -1.055 -3.057
H 6.431 3.231 0.654
H 6.809 1.766 1.586
H 5.229 2.562 1.786
H 5.402 -0.327 1.443
H 4.939 -0.968 -0.146
H 3.170 0.680 1.733
H 3.035 -1.046 1.422
H 2.672 -0.429 -1.066
H 2.534 1.253 -0.523
H 0.358 -0.337 3.462
H 1.697 0.219 5.474
H 2.954 2.336 5.565
H 2.837 3.928 3.692
H 1.479 3.415 1.703
H 0.697 2.221 -1.741
H 0.010 4.382 -2.709
H -1.515 5.872 -1.480
H -2.337 5.237 0.760
H -1.582 3.108 1.781
H 2.354 -3.196 -1.338
H 3.948 -4.724 -0.254
H 3.750 -5.227 2.148
H 1.918 -4.250 3.473
H 0.326 -2.675 2.411
H -0.648 -3.811 -1.484
H -0.991 -4.520 -3.831
H -0.308 -3.022 -5.670
H 0.719 -0.841 -5.177
H 0.993 -0.087 -2.845